C4H24O9S2 | ωB97M-V with the def2-TZVPD basis set

The geometry in XYZ format:
```
39
Properties=species:S:1:pos:R:3:forces:R:3:mulliken_charge:R:1
C -2.568387 0.943667 1.725460 0.082 0.227 0.054 -0.767
S -0.859065 1.519373 1.959843 -0.724 1.301 -0.258 -0.132
S 0.408870 -0.002398 1.821844 0.488 -1.312 0.078 -0.024
C 0.631145 -0.493989 0.080627 1.195 -2.085 -0.215 0.008
C 1.235482 0.587567 -0.818157 -0.428 -0.215 1.013 0.209
C 2.712453 0.758379 -0.520599 -0.480 1.506 -0.375 0.034
O 3.202436 1.877261 -0.459883 0.181 -0.952 0.121 -0.651
H -2.882562 0.247251 2.470609 0.087 -0.764 0.530 0.356
H -2.710060 0.552885 0.739555 -0.015 -0.357 -0.601 0.123
H -3.268313 1.770238 1.834203 0.353 0.453 -0.035 0.355
H 1.406990 -1.406692 0.158437 -1.819 2.053 0.020 0.040
H -0.299469 -0.924760 -0.330234 0.488 0.398 0.272 -0.002
H 0.640549 1.513040 -0.681123 0.708 -0.258 -0.201 -0.366
H 1.117921 0.264472 -1.844891 0.064 -0.038 -0.418 0.434
H 3.326452 -0.141580 -0.383858 -0.123 0.053 -0.030 0.367
O -2.054780 -0.638966 -1.799829 -0.418 -1.618 0.273 -0.657
H -2.329144 -0.922401 -2.674437 0.059 0.293 -0.084 0.232
H -1.788035 0.275417 -1.823609 0.216 1.293 -0.462 0.384
O 1.781857 4.141013 -0.421109 -2.240 0.662 -1.883 -0.705
H 2.157052 4.605782 0.269997 1.084 1.694 2.182 0.276
H 2.264129 3.342382 -0.450313 1.152 -2.143 -0.301 0.467
O -0.664778 -4.302029 0.607945 1.076 -1.518 -0.269 -0.725
H -1.338709 -3.666021 0.432890 -1.262 1.502 -0.097 0.438
H -0.713679 -4.841753 -0.190967 0.235 -0.199 0.233 0.309
O -2.552868 -2.495497 0.074817 -0.633 -2.146 2.167 -0.704
H -2.793170 -2.080260 0.912848 0.058 0.151 -0.441 0.298
H -2.401661 -1.855657 -0.579682 0.340 2.112 -1.547 0.366
O 3.492389 -1.975360 0.647155 0.353 -0.394 0.522 -0.604
H 2.915434 -2.701894 0.967981 -0.209 0.048 -0.231 0.378
H 4.166768 -1.982926 1.337026 0.183 0.269 -0.221 0.275
O -0.882740 4.109136 -0.825259 -1.900 -0.189 -3.014 -0.650
H -1.255838 4.141880 0.007830 -1.259 0.037 2.692 0.276
H 0.030448 4.160780 -0.700445 3.161 0.216 0.395 0.389
O -1.387289 1.911208 -2.235906 0.751 0.875 1.501 -0.641
H -1.818233 2.371151 -2.932039 -0.743 0.238 -1.296 0.257
H -1.177874 2.715252 -1.645677 -0.073 -1.076 -0.273 0.348
O 1.753870 -3.788242 1.608614 3.789 0.378 1.099 -0.662
H 1.520878 -3.673232 2.514454 -0.321 0.111 0.928 0.303
H 0.981514 -3.914474 1.145880 -3.456 -0.608 -1.827 0.367
```
Forces are in eV/Å.

Summary:
frontier orbital gap = 9.128 eV
structure (SMILES) = CSSCCC=O.O.O.O.O.O.O.O.O
multiplicity = 1

C26H40AgAsN6O3SSi2 | ωB97M-V with the def2-TZVPD basis set

The geometry in XYZ format:
```
80
Properties=species:S:1:pos:R:3:forces:R:3:mulliken_charge:R:1
Ag 0.182855 0.616493 -0.378068 0.205 -0.125 -0.447 1.460
N -2.535368 4.462786 -0.718301 -0.013 -0.059 0.160 -0.475
C -2.070594 3.171006 -0.566479 -0.099 0.169 -0.059 0.027
S -1.334863 2.432954 -1.896244 0.096 -0.079 -0.074 -0.458
N -2.314010 2.708959 0.658569 -0.044 -0.039 0.122 -1.140
N -1.775488 1.513767 0.929661 -0.073 0.001 0.193 1.653
C -2.108283 0.978609 2.056498 0.057 0.045 -0.085 -0.309
C -3.070065 1.609279 3.001739 -0.075 0.031 0.006 -0.555
C -4.399295 1.817449 2.635184 0.077 -0.002 0.046 0.018
C -5.297087 2.380602 3.527058 -0.024 0.005 -0.015 -0.732
C -4.879881 2.757419 4.797858 -0.022 0.020 0.041 -0.303
C -3.556833 2.566287 5.168350 -0.009 0.006 0.008 -0.733
C -2.660773 1.993573 4.276040 -0.016 -0.016 -0.052 0.150
C -1.490980 -0.305949 2.442590 0.072 -0.067 -0.004 -0.582
C -2.022866 -1.088280 3.477207 0.110 0.023 -0.078 -0.731
C -1.389445 -2.271683 3.811364 0.036 -0.031 -0.012 -0.605
C -0.255102 -2.659081 3.113547 0.022 -0.031 0.010 -1.154
C 0.193496 -1.839076 2.084838 -0.031 -0.002 -0.001 -0.883
N -0.403750 -0.698479 1.768780 -0.233 0.098 -0.072 1.148
H -2.688685 4.759192 -1.663732 0.001 0.000 -0.070 0.242
H -3.189274 4.759087 -0.009527 0.005 0.010 -0.033 0.231
H -4.711308 1.543073 1.637239 -0.008 -0.022 -0.035 0.448
H -6.327427 2.532788 3.226760 -0.001 0.006 0.009 0.357
H -5.583357 3.202544 5.492239 0.008 0.000 0.001 0.362
H -3.216582 2.866916 6.152551 -0.013 0.001 0.003 0.362
H -1.626420 1.845892 4.563001 0.015 -0.006 -0.012 0.481
H -2.914046 -0.773128 4.001088 -0.018 0.034 -0.006 0.492
H -1.787923 -2.889103 4.608973 0.015 -0.015 -0.004 0.375
H 0.273264 -3.575459 3.342764 -0.013 0.001 0.011 0.478
H 1.068388 -2.089764 1.493781 0.034 -0.013 0.013 0.679
C 4.310857 -1.186131 3.897098 0.027 -0.026 0.029 -1.246
N 3.610258 -0.167353 3.153641 0.014 0.009 0.052 0.193
C 3.419358 1.065266 3.708189 -0.025 0.025 -0.071 -0.078
C 2.749086 2.023874 3.057567 0.029 -0.049 0.039 -1.058
C 2.189615 1.710772 1.734920 -0.077 0.263 -0.082 0.648
O 1.532370 2.567898 1.127603 -0.038 -0.127 0.018 -0.749
N 2.402889 0.478743 1.207306 0.056 -0.055 0.165 -0.009
C 3.090597 -0.467742 1.857187 0.114 -0.167 -0.158 0.247
O 3.311640 -1.605592 1.422080 -0.025 0.100 0.102 -0.822
H 5.309591 -0.843033 4.186297 -0.007 0.001 0.002 0.373
H 4.401202 -2.055382 3.251562 -0.010 0.017 -0.005 0.342
H 3.761540 -1.466929 4.802583 0.004 -0.001 -0.005 0.331
H 3.847827 1.205385 4.695515 -0.005 0.003 -0.001 0.350
H 2.587447 3.004248 3.479850 0.003 0.001 0.007 0.400
C -1.065821 -3.785905 -0.617072 0.023 -0.059 0.015 -0.697
C -2.257017 -2.997269 -0.105865 -0.019 -0.068 0.065 0.236
O -2.585933 -1.909750 -0.941167 -0.124 0.088 -0.014 -0.508
H -0.836772 -4.617015 0.056563 0.002 -0.009 0.011 0.413
H -0.180556 -3.151264 -0.693486 0.001 0.017 0.006 -0.124
H -1.269330 -4.187894 -1.612668 -0.003 0.017 0.011 0.294
H -2.079089 -2.664186 0.924069 0.009 -0.001 -0.035 -0.166
H -3.151072 -3.630562 -0.084960 0.028 0.011 0.004 0.412
H -1.817589 -1.323132 -1.024853 0.044 0.034 0.029 0.104
C 3.761574 -0.425326 -4.560747 -0.022 0.085 0.018 -1.083
Si 2.844039 0.374430 -3.092492 -0.082 -0.046 0.011 0.256
C 4.155168 0.614539 -1.761273 0.040 -0.056 -0.137 -0.925
C 2.392319 2.131385 -3.639265 0.109 -0.095 -0.034 -1.055
As 1.152995 -0.997634 -2.308086 0.047 -0.015 0.215 -0.485
Si -0.016737 -1.224546 -4.289103 -0.093 0.189 0.012 0.456
C 0.500588 -2.825074 -5.182378 -0.003 0.068 0.030 -1.212
C -1.886274 -1.365130 -4.039034 0.076 -0.089 -0.088 -1.014
C 0.144002 0.126627 -5.618478 -0.034 -0.110 -0.024 -1.211
H 4.614741 0.192189 -4.864195 0.017 -0.002 -0.012 0.335
H 3.114194 -0.559738 -5.430558 0.008 -0.008 0.020 0.252
H 4.130530 -1.409607 -4.265678 0.021 -0.020 0.015 0.265
H 4.998061 1.170859 -2.190169 0.015 -0.021 0.043 0.400
H 4.513247 -0.342430 -1.376407 -0.003 -0.008 0.009 0.251
H 3.752521 1.172942 -0.918783 -0.073 0.039 0.077 0.101
H 3.321897 2.678601 -3.838447 -0.016 0.045 -0.013 0.339
H 1.850920 2.646981 -2.845736 -0.047 0.005 0.062 0.224
H 1.778360 2.161574 -4.540222 -0.021 -0.035 0.012 0.294
H 0.411930 -3.677120 -4.504997 -0.023 -0.010 0.012 0.276
H 1.545945 -2.766990 -5.495393 0.021 0.012 -0.003 0.286
H -0.119293 -3.010111 -6.066562 -0.010 -0.007 -0.023 0.311
H -2.164419 -2.237997 -3.445935 0.020 0.007 -0.010 0.214
H -2.367314 -1.441030 -5.021898 -0.040 -0.008 0.019 0.381
H -2.285269 -0.490281 -3.522543 0.038 0.057 -0.005 0.229
H 1.170516 0.295605 -5.948035 -0.013 -0.007 0.019 0.317
H -0.259842 1.075946 -5.263601 -0.020 0.014 0.049 0.250
H -0.443766 -0.194355 -6.487287 0.008 0.050 -0.023 0.359
```
Forces are in eV/Å.

Summary:
frontier orbital gap = 5.034 eV
charge = -2
multiplicity = 1

C6H10O | ωB97M-V with the def2-TZVPD basis set

The geometry in XYZ format:
```
17
Properties=species:S:1:pos:R:3:forces:R:3:mulliken_charge:R:1
C -2.006247 -0.416137 0.297046 0.238 0.440 0.174 -1.380
C -1.183440 0.777411 -0.248579 0.218 0.217 0.083 -0.011
C 0.120243 1.319545 0.537809 0.238 -0.621 -0.004 -1.079
C 0.179080 0.507358 -0.738872 0.260 -0.205 -0.127 0.133
C 0.931357 -0.772112 -0.624935 0.055 -0.350 -0.150 -0.696
C 2.062019 -0.630572 0.359312 0.402 -0.152 -0.096 0.039
O 2.745845 0.355695 0.485249 -0.113 -0.450 0.019 -0.490
H -2.800486 -0.091169 0.970554 0.052 0.074 0.000 0.356
H -1.407514 -1.157856 0.839445 0.018 0.319 -0.024 0.329
H -2.498523 -0.971458 -0.528144 0.389 0.514 0.209 0.326
H -1.801028 1.431881 -0.850971 0.154 0.218 0.025 0.391
H 1.114661 1.869601 0.476023 -2.354 1.267 0.064 0.533
H 0.154731 0.819746 1.507490 0.111 -0.628 -0.406 0.280
H 0.445447 1.157455 -1.581638 0.155 -0.291 0.389 0.323
H 1.403051 -1.062967 -1.562297 -0.022 -0.201 -0.253 0.359
H 0.300707 -1.592850 -0.298848 -0.059 -0.247 -0.040 0.256
H 2.240090 -1.543573 0.961363 0.258 0.096 0.139 0.330
```
Forces are in eV/Å.

Summary:
frontier orbital gap = 10.117 eV
structure (SMILES) = C[C@H]1C[C@H]1CC=O
multiplicity = 1

C4H12O3 | ωB97M-V with the def2-TZVPD basis set

The geometry in XYZ format:
```
19
Properties=species:S:1:pos:R:3:forces:R:3:mulliken_charge:R:1
O 0.000000 0.000000 0.000000 -0.830 -0.344 -0.984 -0.517
C 1.233567 -0.109750 -0.703512 -0.206 -0.553 0.497 -0.479
C 2.294830 0.487857 0.209525 0.903 1.035 -1.507 -0.500
C 2.299214 2.025889 -0.045552 0.900 1.375 0.354 -0.467
C 3.645928 2.715694 0.368828 -0.735 -0.969 -0.698 -0.616
O 3.824716 2.576797 1.743058 0.431 -0.576 1.322 -0.509
H -0.685148 -0.282193 -0.641360 0.333 0.218 0.819 0.286
H 1.161327 0.450318 -1.655635 0.297 -0.196 0.368 0.308
H 1.434382 -1.169875 -0.951037 0.017 0.311 0.177 0.319
H 3.275451 0.169127 -0.193261 -0.224 -0.189 0.286 0.333
H 2.241011 0.157680 1.264769 -0.370 0.261 -0.617 0.343
H 2.229434 2.250881 -1.127203 -0.309 -0.454 0.349 0.311
H 1.490134 2.581318 0.466633 0.212 -0.514 -0.231 0.229
H 3.705982 3.795280 0.131483 -0.317 -0.574 0.105 0.331
H 4.466570 2.206075 -0.171806 -0.132 0.232 -0.019 0.302
H 3.815565 1.622873 1.967407 0.020 0.906 -0.215 0.329
O -2.778723 -2.926546 -1.906431 -0.226 0.780 -0.958 -0.651
H -2.404755 -2.968402 -2.815631 -0.445 0.052 0.954 0.326
H -3.437840 -2.196808 -1.942685 0.681 -0.801 -0.003 0.323
```
Forces are in eV/Å.

Summary:
frontier orbital gap = 10.408 eV
structure (SMILES) = OCCCCO.O
multiplicity = 1

Question: What is the formula in the fourth record?
Answer: C4H12O3